The following is a DFT calculation (ωB97M-V/def2-TZVPD) of a molecular structure, C28H28I2N3O2Pd.

Properties
F_max   0.2 eV/A
DFT total energy   -57735.6200 eV
HOMO-LUMO gap   5.70 eV

Geometry as ORCA input:
```
! RIJCOSX wB97M-V def2-TZVPD def2/J DEFGRID3
* xyz -1 1
Pd 2.8151 -1.3661 -0.5606
I -6.0214 1.5234 0.6097
C -4.6490 0.6954 -0.7346
C -4.8994 0.7431 -2.0946
C -3.9777 0.2006 -2.9717
I -4.3239 0.3022 -5.0293
C -2.7500 -0.4022 -2.5726
O -1.8871 -0.8735 -3.3640
C -2.5986 -0.4437 -1.1449
C -1.0898 -2.5275 -1.2052
N 0.2008 -2.7226 -1.5630
C 0.6490 -2.5286 -2.9279
C 1.4113 -1.2639 -3.2581
C 0.9585 -0.4611 -4.3020
C 1.7094 0.6276 -4.6988
C 2.9068 0.8820 -4.0455
C 3.2782 0.0569 -3.0034
N 2.5425 -0.9911 -2.5945
C -3.4853 0.1045 -0.2517
H -5.8020 1.2029 -2.4733
H -1.3674 -3.0295 -0.2849
H -1.7905 -2.6232 -2.0251
H 0.9046 -2.6015 -0.8329
H 1.2985 -3.3672 -3.2007
H -0.2341 -2.5461 -3.5628
H -0.0059 -0.6759 -4.7391
H 1.3629 1.2716 -5.4969
H 3.5398 1.7146 -4.3209
H 4.1910 0.2303 -2.4512
H -3.2584 0.0872 0.8040
C 0.9055 3.8870 3.2660
C 0.3598 2.6652 2.5758
C 0.5002 2.4712 1.2076
C 0.0297 1.3491 0.5361
C 0.2935 1.2410 -0.9418
C -0.6206 0.3160 1.2632
C -1.0215 -0.9511 0.7426
O -1.3726 -1.0063 -0.6908
C -0.8008 0.5323 2.6628
C -1.5164 -0.4991 3.4871
C -0.3107 1.6704 3.2779
H 1.2074 4.6427 2.5386
H 1.7835 3.6593 3.8807
H 0.1634 4.3419 3.9273
H 1.0062 3.2347 0.6211
H 0.8948 2.0898 -1.2743
H -0.6151 1.2184 -1.5457
H 0.8502 0.3221 -1.1562
H -1.8122 -1.4734 1.2723
H -1.0285 -1.4760 3.4068
H -2.5509 -0.6410 3.1539
H -1.5384 -0.2074 4.5387
H -0.4686 1.7868 4.3485
C 2.0738 -0.7256 4.1475
C 2.6548 0.2570 3.3645
C 2.9906 -0.0444 2.0577
N 2.7838 -1.2487 1.5075
C 2.2204 -2.1902 2.2720
C 1.8607 -1.9743 3.5906
H 1.7714 -0.5142 5.1651
H 2.8139 1.2590 3.7380
H 3.4223 0.7032 1.4072
H 2.0492 -3.1442 1.7946
H 1.3928 -2.7702 4.1535
*
```

natural (NBO) atomic charge list, values in e, 8 entries: -0.12 0.08 -0.20 -0.27 -0.25 0.08 0.30 -0.78

=====

The following is a DFT calculation (ωB97M-V/def2-TZVPD) of C3H3NO3 in the gas phase in a non-equilibrium geometry.

Properties
F_max   3.6 eV/A
SMILES   [NH3+]C1=C(C(=O)[O-])O1
DFT total energy   -10786.5558 eV
HOMO-LUMO gap   8.75 eV

Geometry as ORCA input:
```
! RIJCOSX wB97M-V def2-TZVPD def2/J DEFGRID3
* xyz 0 1
C 2.2390 0.9600 0.4888
C 0.7811 1.1631 0.7086
C 3.2043 -0.3723 -0.1580
N -0.0599 0.0343 0.2355
O 2.2559 -1.0541 -0.3842
O 4.3694 -0.1647 -0.2372
O 1.7058 1.7399 -0.3343
H -0.7209 -0.1113 0.9772
H 0.5417 -0.7579 -0.1514
H -0.7146 0.3071 -0.5043
*
```

natural (NBO) atomic charge list, values in e, 8 entries: 0.32 -0.13 0.88 -0.76 -0.66 -0.55 -0.41 0.44

=====

The following is a DFT calculation (ωB97M-V/def2-TZVPD) of a molecular structure, C24H48O22Zr in a non-equilibrium geometry.

Properties
F_max   5.8 eV/A
DFT total energy   -71990.4101 eV
HOMO-LUMO gap   8.29 eV

Geometry as ORCA input:
```
! RIJCOSX wB97M-V def2-TZVPD def2/J DEFGRID3
* xyz 0 1
Zr -0.0537 0.4616 -0.9283
C -3.4212 1.7537 -0.8825
O -2.1645 1.2477 -1.1646
H -4.1298 1.0817 -1.3666
H -3.5377 1.8977 0.1916
H -3.5537 2.7052 -1.3975
C -1.3876 -2.1485 1.0872
O -0.8946 -0.8817 0.6638
H -1.3963 -2.9506 0.3492
H -0.7746 -2.4663 1.9306
H -2.4309 -1.9869 1.3583
C 2.4591 -1.3053 -2.6123
O 1.5310 -0.9513 -1.6636
H 2.5565 -0.5135 -3.3550
H 3.4566 -1.5894 -2.2769
H 2.0968 -2.2117 -3.0974
C 2.0890 3.3014 -1.6324
O 1.2761 2.1714 -1.3929
H 2.1122 3.9734 -0.7746
H 3.1328 3.0239 -1.7793
H 1.6496 3.8562 -2.4614
C 4.8145 -3.4290 0.5073
C 3.3912 -3.8026 0.4023
C 3.0417 -4.8438 -0.6517
O 2.0797 -5.6716 -0.0012
C 2.0788 -5.3871 1.3875
O 1.4020 -5.9696 2.2082
O 2.8894 -4.2907 1.6130
H 5.4221 -4.3331 0.5443
H 4.9554 -2.7395 1.3397
H 5.0193 -2.9098 -0.4290
H 2.8247 -2.8936 0.1998
H 3.9734 -5.3535 -0.8971
H 2.6724 -4.3209 -1.5338
C -2.8891 0.0211 3.7871
C -3.8347 1.1790 4.0539
C -3.6178 1.8791 5.3510
O -3.4007 3.2125 5.0194
C -3.5449 3.3859 3.6422
O -3.6204 4.4112 3.0126
O -3.7644 2.2012 3.0957
H -2.7934 -0.2330 2.7314
H -3.0983 -0.9472 4.2417
H -1.8964 0.2353 4.1829
H -4.8264 0.7680 3.8650
H -2.7652 1.4291 5.8598
H -4.5031 1.8896 5.9868
C -3.2327 -1.0398 -4.0234
O -2.6826 -2.2289 -3.4895
C -1.7053 -2.2778 -2.6153
O -1.0286 -1.3106 -2.1869
O -1.6710 -3.6560 -2.2740
C -0.4735 -4.2892 -1.8081
H -3.9898 -1.1008 -4.8051
H -2.4102 -0.4054 -4.3538
H -3.6485 -0.4777 -3.1872
H -0.7395 -5.0605 -1.0853
H 0.1188 -3.6143 -1.1902
H 0.0738 -4.7982 -2.6014
C 1.1745 -1.0947 3.2476
O 2.4109 -0.5082 2.9053
C 2.5358 0.2383 1.7320
O 1.6062 0.4366 0.8738
O 3.8159 0.6220 1.6591
C 4.4023 1.0462 0.3770
H 1.0711 -2.0408 2.7161
H 0.2720 -0.5189 3.0428
H 1.2022 -1.2577 4.3250
H 4.0631 0.5087 -0.5085
H 5.4605 0.7945 0.3058
H 4.3566 2.1040 0.1178
C 0.0553 -0.7626 -5.7374
O -0.0636 0.6640 -5.6972
C -0.3944 1.3122 -4.5491
O -0.3515 0.9112 -3.3478
O -0.8284 2.4821 -4.8524
C -1.2040 3.4741 -3.8593
H 1.0938 -0.9742 -5.4826
H -0.1838 -1.0594 -6.7586
H -0.6014 -1.3341 -5.0815
H -1.6399 4.3367 -4.3633
H -0.3350 3.9134 -3.3696
H -2.0316 3.1492 -3.2287
C -0.7180 4.8111 1.1052
O -0.4058 3.9494 2.1971
C -0.2736 2.6257 2.0440
O -0.4148 1.9688 1.0108
O 0.2054 2.0466 3.1343
C 0.2251 2.6945 4.4117
H -1.2468 5.6716 1.5151
H -1.3815 4.4012 0.3437
H 0.2561 5.0339 0.6697
H 0.6179 3.7083 4.3342
H 0.7773 2.1944 5.2074
H -0.7635 2.7558 4.8668
*
```

Löwdin atomic charge list, values in e, 8 entries: 2.08 -0.25 -0.48 0.06 0.06 0.05 -0.20 -0.47

=====

The following is a DFT calculation (ωB97M-V/def2-TZVPD) of 2 unconnected molecules or ions with the total composition C5H8F2 in a non-equilibrium geometry.

Properties
F_max   4.8 eV/A
DFT total energy   -10744.3411 eV
HOMO-LUMO gap (alpha / beta)   8.79 / 8.29 eV

Geometry as ORCA input:
```
! RIJCOSX wB97M-V def2-TZVPD def2/J DEFGRID3
* xyz 0 1
C -0.2435 0.5956 1.6248
C 0.4763 1.0481 0.3757
C -0.9055 1.4363 0.5430
C 0.0121 -1.7037 -0.8627
C 0.6712 -0.5776 -1.5230
F -1.2741 2.7423 0.8716
F 1.9860 -0.7044 -1.7751
H -0.3582 -0.5907 1.6538
H 0.1497 0.9796 2.6275
H 1.3826 1.6287 0.6017
H -1.7767 0.9818 0.0411
H 0.5895 -2.1626 -0.1208
H -0.2103 -2.5135 -1.5612
H -0.7567 -1.3335 -0.3672
H 0.2577 0.1738 -2.1293
*
```

natural (NBO) atomic charge list, values in e, 8 entries: -0.51 -0.31 0.14 -0.70 0.37 -0.36 -0.33 0.20

=====

The following is a DFT calculation (ωB97M-V/def2-TZVPD) of 9 unconnected molecules or ions with the total composition C9H32N16O11 in a non-equilibrium geometry.

Properties
F_max   3.3 eV/A
DFT total energy   -56229.6050 eV
HOMO-LUMO gap   9.28 eV

Geometry as ORCA input:
```
! RIJCOSX wB97M-V def2-TZVPD def2/J DEFGRID3
* xyz -2 1
C -0.0060 -0.0419 0.1619
O 0.8616 0.7505 -0.3904
O -0.2286 -0.0112 1.4109
O -0.7796 -0.7533 -0.5730
C 3.8138 3.0982 0.2604
O 4.9863 3.4022 0.4777
N 3.2825 1.8877 0.4621
N 2.9780 3.9445 -0.4267
H 2.2798 1.7426 0.3616
H 3.9123 1.1312 0.6608
H 3.4274 4.7365 -0.8496
H 2.1736 3.5052 -0.8415
C 3.8171 -1.5639 0.2820
O 4.8526 -2.2318 0.2218
N 3.1927 -1.3751 1.4843
N 3.2484 -0.7869 -0.6568
H 2.3547 -0.8223 1.4287
H 3.7274 -1.5707 2.3107
H 3.6456 -0.8867 -1.5777
H 2.3770 -0.2863 -0.5037
C 1.2106 0.1474 -3.9635
O 1.2234 0.5130 -5.1520
N 0.5342 -0.9181 -3.5144
N 1.7235 0.9284 -2.9800
H -0.0550 -1.4785 -4.0973
H 0.4498 -0.8874 -2.5090
H 1.2398 0.7762 -2.0836
H 1.7922 1.8758 -3.3175
C 1.1248 1.2184 4.4489
O 1.7956 1.6039 5.3890
N 1.3710 1.3736 3.1248
N 0.0619 0.3566 4.5757
H 2.0242 2.1062 2.8911
H 0.7489 1.0648 2.3762
H -0.4771 0.1144 5.3843
H -0.2572 0.1259 3.6493
C -3.7739 -1.2197 -2.7869
O -4.6356 -1.3739 -3.6708
N -3.9334 -0.3502 -1.7781
N -2.6091 -1.8716 -2.7418
H -3.3792 -0.4042 -0.9424
H -4.7628 0.1952 -1.9419
H -2.2890 -2.3727 -3.5519
H -1.8907 -1.6071 -2.0801
C -2.0985 3.0508 -1.3027
O -2.7873 4.0126 -1.6723
N -0.9490 2.7218 -1.9128
N -2.4896 2.0824 -0.4860
H -0.6813 3.3170 -2.6775
H -0.3147 2.1674 -1.3512
H -3.3811 2.1768 -0.0265
H -1.8907 1.3754 -0.0888
C 0.0316 -4.0115 0.9818
O 0.2641 -5.2252 1.1443
N -0.2556 -3.1309 1.9762
N 0.1350 -3.4461 -0.1990
H -0.5314 -2.2008 1.7023
H -0.1578 -3.3971 2.9379
H 0.5506 -4.0376 -0.8992
H -0.0244 -2.4533 -0.3482
C -3.8202 -1.0140 1.9240
O -4.8647 -1.4021 2.4483
N -3.2098 -1.5540 0.8502
N -3.0970 0.0479 2.4100
H -2.3614 -1.2056 0.4099
H -3.5529 -2.4855 0.6725
H -3.4979 0.6947 3.0628
H -2.1693 0.1318 2.0123
*
```

natural (NBO) atomic charge list, values in e, 8 entries: 0.97 -0.91 -0.88 -0.91 0.77 -0.70 -0.86 -0.86